# 1
14
Properties=species:S:1:pos:R:3 method="wB97M-V/def2-TZVPD" smiles="CS[C@H]1C=NSC1" gap_ev=9.41 multiplicity=1 relative_energy_kcal_mol=12.4
C -1.59 -1.09 -0.41
C 0.28 0.62 0.89
C 0.50 1.41 -0.44
C 1.26 -0.59 0.75
H -2.60 -1.53 -0.45
H -1.46 -0.43 -1.29
H -0.88 -1.90 -0.46
H 0.47 1.26 1.75
H -0.43 1.80 -0.85
H 1.18 2.27 -0.25
H 1.36 -1.26 1.58
N 1.85 -0.83 -0.32
S -1.42 -0.07 1.07
S 1.47 0.34 -1.56



# 2
22
Properties=species:S:1:pos:R:3 method="wB97M-V/def2-TZVPD" gap_ev=9.44 multiplicity=1 relative_energy_kcal_mol=32.8
C -3.14 0.86 0.79
C -3.24 1.00 -0.74
C 3.26 0.57 0.77
C 3.41 0.39 -0.71
N -0.11 -0.20 -0.65
O -2.06 0.09 1.18
O -2.60 -0.15 -1.30
O 1.89 0.25 0.97
O 2.48 -0.63 -1.18
P -1.55 -0.94 -0.40
P 1.28 -0.79 -0.14
S 1.57 -2.71 0.60
S -1.84 -2.89 -0.22
H -3.19 1.70 1.40
H -3.98 0.37 1.23
H -4.22 1.05 -1.21
H -2.76 2.05 -0.95
H 3.83 -0.16 1.30
H 3.21 1.66 1.20
H 3.08 1.43 -1.25
H 4.39 0.11 -1.28
H 0.31 -3.06 0.60



# 3
16
Properties=species:S:1:pos:R:3 method="wB97M-V/def2-TZVPD" gap_ev=9.81 multiplicity=1 relative_energy_kcal_mol=100.9
C -1.33 0.53 -0.16
C -2.05 0.59 0.93
C 1.25 -0.51 -0.17
C -0.95 0.77 -1.56
C -0.49 -0.45 -0.87
C 1.46 -0.57 1.25
N 2.14 -0.40 -1.02
H -1.75 -0.17 1.62
H -2.68 1.41 1.24
H -1.77 0.57 -2.19
H -0.30 1.57 -1.80
H -0.92 -1.41 -1.15
H 1.98 -1.46 1.43
H 0.49 -0.61 1.73
H 1.78 0.37 1.47
H 3.13 -0.23 -0.77



# 4
28
Properties=species:S:1:pos:R:3 method="wB97M-V/def2-TZVPD" charge=+2 gap_ev=12.06 multiplicity=1 relative_energy_kcal_mol=0.0
Sr -0.11 0.08 0.19
O 1.42 -1.59 -1.65
H 2.36 -1.66 -1.88
H 1.01 -2.34 -2.10
O 0.24 -2.48 1.01
H -0.17 -3.08 1.65
H 1.03 -2.94 0.70
O 0.11 2.60 1.24
H 0.38 3.51 1.06
H 0.36 2.44 2.16
O 2.26 0.04 0.82
H 2.42 -0.51 1.60
H 3.14 0.20 0.45
O -1.23 -0.66 -2.02
H -2.04 -0.27 -2.38
H -0.76 -1.00 -2.79
O -0.09 0.18 2.86
H 0.65 0.01 3.45
H -0.88 0.04 3.41
O -1.89 1.97 -0.89
H -1.52 2.67 -1.44
H -2.84 2.02 -1.03
O 1.19 1.33 -1.84
H 1.37 0.71 -2.55
H 1.63 2.15 -2.10
O -2.34 -0.96 0.66
H -2.54 -1.88 0.45
H -3.18 -0.59 0.97



# 5
66
Properties=species:S:1:pos:R:3 method="wB97M-V/def2-TZVPD" smiles="COc1ccc(S(=O)(=O)NC[C@@H](c2cccnc2)N2CCN(Cc3ccccc3)CC2)cc1C" gap_ev=8.93 multiplicity=1 relative_energy_kcal_mol=58.9
C 3.02 7.72 -3.60
H 2.81 8.71 -4.02
O 1.77 7.09 -3.49
C 1.71 5.82 -3.00
C 2.82 5.09 -2.58
C 2.66 3.80 -2.09
C 1.40 3.26 -2.03
C 0.29 3.97 -2.44
C 0.42 5.26 -2.93
C -0.75 6.06 -3.38
H -0.63 6.34 -4.43
H -1.67 5.50 -3.26
H -0.81 6.99 -2.81
H -0.68 3.50 -2.38
S 1.17 1.63 -1.37
O 0.11 0.95 -2.06
O 2.45 0.97 -1.29
N 0.60 2.01 0.17
H 1.38 2.24 0.77
C -0.25 0.99 0.75
H -0.97 0.76 -0.03
H -0.77 1.41 1.62
C 0.55 -0.26 1.16
N -0.28 -1.35 1.68
C -1.41 -1.69 0.83
C -2.22 -2.83 1.48
N -1.45 -4.02 1.77
C -0.28 -3.64 2.54
C 0.54 -2.53 1.89
H 1.38 -2.27 2.54
H 0.97 -2.89 0.93
H 0.34 -4.52 2.71
H -0.64 -3.27 3.51
C -1.15 -4.83 0.60
C -2.42 -5.45 0.06
C -2.72 -5.42 -1.29
C -3.88 -6.01 -1.77
C -4.75 -6.63 -0.89
C -4.46 -6.65 0.47
C -3.30 -6.07 0.94
H -3.07 -6.08 1.99
H -5.15 -7.13 1.15
H -5.66 -7.08 -1.26
H -4.10 -5.98 -2.82
H -2.04 -4.94 -1.98
H -0.65 -4.27 -0.21
H -0.48 -5.63 0.92
H -3.05 -3.10 0.83
H -2.62 -2.47 2.43
H -2.07 -0.83 0.74
H -1.08 -1.98 -0.18
C 1.52 0.17 2.23
C 1.11 0.28 3.55
C 2.01 0.74 4.50
C 3.29 1.09 4.08
N 3.69 0.99 2.82
C 2.83 0.54 1.92
H 3.20 0.47 0.91
H 4.03 1.46 4.78
H 1.73 0.83 5.54
H 0.10 0.00 3.82
H 1.11 -0.58 0.26
H 3.51 3.22 -1.78
H 3.81 5.51 -2.63
H 3.68 7.18 -4.28
H 3.50 7.83 -2.63



# 6
14
Properties=species:S:1:pos:R:3 method="wB97M-V/def2-TZVPD" charge=+1 gap_ev="6.47 / 7.74" multiplicity=3 relative_energy_kcal_mol=17.8 s2=2.01
C -0.75 -0.03 0.45
N 0.10 0.79 -0.12
N -0.53 -0.59 1.66
N -1.89 -0.38 -0.24
N 2.85 0.31 0.62
S 3.39 -0.94 -0.34
S 1.87 1.48 0.30
H -1.08 -1.38 2.04
H 0.06 -0.18 2.38
H -1.92 -0.02 -1.17
H -2.67 -0.58 0.23
H -0.21 1.25 -0.96
H 2.75 -0.48 -1.43
H 1.79 1.73 -1.16



# 7
18
Properties=species:S:1:pos:R:3 method="wB97M-V/def2-TZVPD" charge=+1 gap_ev=11.04 multiplicity=1 relative_energy_kcal_mol=28.5
C -0.97 -1.73 -1.60
C 0.17 -0.75 -1.41
C 1.32 -1.16 0.75
N 0.58 -0.47 -0.02
H -0.72 -2.60 -0.97
H -1.87 -1.27 -1.18
H -1.09 -2.02 -2.61
H 1.09 -0.97 -1.98
H -0.05 0.21 -1.86
H 1.78 -0.73 1.64
H 1.67 -2.17 0.59
H 0.18 0.38 0.41
H -0.19 3.07 -0.43
H -1.42 2.29 -0.59
O -0.46 2.19 -0.70
H -0.84 0.99 3.35
H 0.12 1.95 2.49
O -0.28 1.09 2.58



# 8
98
Properties=species:S:1:pos:R:3 method="wB97M-V/def2-TZVPD" smiles="C[N+](=O)[O-].C[N+](=O)[O-].C[N+](=O)[O-].C[N+](=O)[O-].C[N+](=O)[O-].C[N+](=O)[O-].C[N+](=O)[O-].C[N+](=O)[O-].C[N+](=O)[O-].C[N+](=O)[O-].CCOC(C)=O.CCOC(C)=O" gap_ev=9.88 multiplicity=1
C 13.16 -27.32 9.19
N 13.75 -27.77 7.91
O 13.09 -28.46 7.17
O 14.88 -27.42 7.66
H 13.91 -26.81 9.80
H 12.82 -28.25 9.64
H 12.30 -26.68 8.98
C 10.41 -18.95 10.03
N 10.31 -20.45 10.46
O 11.04 -20.84 11.35
O 9.39 -21.04 9.95
H 11.42 -18.91 9.63
H 10.19 -18.24 10.82
H 9.66 -18.78 9.26
C 9.20 -23.32 7.79
N 9.20 -24.28 8.90
O 8.21 -24.56 9.62
O 10.28 -24.72 9.22
H 10.22 -23.25 7.42
H 8.78 -22.38 8.15
H 8.60 -23.76 7.00
C 13.32 -23.41 8.95
N 14.76 -23.81 9.23
O 15.00 -24.34 10.29
O 15.64 -23.63 8.43
H 12.66 -23.25 9.80
H 12.97 -24.33 8.48
H 13.50 -22.51 8.36
C 10.72 -19.29 5.38
N 11.56 -20.47 5.84
O 11.26 -21.58 5.49
O 12.55 -20.13 6.54
H 9.71 -19.64 5.16
H 11.34 -18.99 4.54
H 10.68 -18.53 6.16
C 5.60 -23.54 7.35
N 5.70 -24.94 6.91
O 6.36 -25.09 5.87
O 5.15 -25.78 7.62
H 5.28 -22.90 6.54
H 6.58 -23.16 7.64
H 4.94 -23.43 8.21
C 6.57 -24.35 12.79
N 5.18 -24.18 13.43
O 4.45 -23.40 12.74
O 4.80 -24.89 14.38
H 6.59 -23.92 11.79
H 6.71 -25.43 12.78
H 7.19 -23.67 13.37
C 11.05 -23.80 12.55
N 11.76 -25.13 12.51
O 11.78 -25.86 13.54
O 12.23 -25.54 11.49
H 11.88 -23.20 12.17
H 10.85 -23.61 13.60
H 10.21 -23.76 11.85
C 8.88 -27.85 10.30
N 8.64 -27.71 11.75
O 8.53 -28.73 12.38
O 8.74 -26.59 12.29
H 9.96 -27.94 10.20
H 8.62 -26.96 9.73
H 8.32 -28.74 10.02
C 7.07 -23.59 3.25
N 7.13 -22.29 4.01
O 7.87 -22.26 5.00
O 6.30 -21.44 3.69
H 6.09 -24.05 3.37
H 7.85 -24.25 3.63
H 7.04 -23.26 2.21
O 5.49 -18.91 5.25
C 6.63 -18.39 5.20
O 7.50 -18.13 6.24
C 6.98 -18.20 7.57
C 7.06 -19.67 7.97
C 7.23 -17.92 3.91
H 6.02 -17.70 7.67
H 7.72 -17.62 8.11
H 6.18 -20.19 7.60
H 7.02 -19.80 9.05
H 7.97 -20.25 7.80
H 6.43 -17.45 3.34
H 7.72 -18.77 3.43
H 8.04 -17.18 3.88
O 9.76 -26.15 6.57
C 10.41 -27.07 6.06
O 11.53 -26.92 5.29
C 12.06 -25.63 5.11
C 13.46 -25.64 4.49
C 9.94 -28.49 6.28
H 12.13 -25.00 6.00
H 11.33 -25.00 4.60
H 13.47 -25.87 3.42
H 14.22 -26.24 4.99
H 13.77 -24.60 4.54
H 10.26 -28.73 7.30
H 10.40 -29.25 5.65
H 8.88 -28.74 6.26



Which of these has the highest multiplicity?
CH7N4S2